(1)
C5H16N2O | ωB97M-V/def2-TZVPD

Results
E = -10453.0580 eV
HOMO-LUMO gap = 11.6140 eV
E_HOMO = -18.354 eV
relative energy (zero: lowest compared OMol25 entry of this formula, charge and spin) = 70.88 kcal/mol
LUMO energy = -6.7 eV

The geometry in ORCA input format:
```
! RIJCOSX wB97M-V def2-TZVPD def2/J DEFGRID3
* xyz 2 1
C -2.6350 -0.7573 -1.0586
C -1.7608 0.2620 -0.6044
C -0.3198 -0.1560 -0.3082
C 0.3717 0.5073 0.7214
C 0.4539 1.6930 1.2772
N 1.3516 -0.5826 1.4919
N -1.9147 1.3963 -1.7073
H -3.7988 -0.6502 -1.1374
H -2.9645 -1.5416 -0.3123
H -2.3110 -1.4303 -1.9091
H -2.1621 0.9204 0.2922
H 0.2498 -0.0160 -1.3545
H -0.4759 -1.2875 -0.2175
H 1.0820 1.9958 2.1241
H -0.0768 2.5662 0.8688
H 1.1334 -0.6190 2.4820
H 1.4451 -1.4477 1.0266
H 2.4804 -0.3541 1.4649
H -2.6398 2.1545 -1.4947
H -0.9750 1.8866 -1.7566
H -2.2740 1.2798 -2.7503
H 3.9830 -2.4686 0.9873
H 4.5384 -1.5227 -0.0986
O 3.7561 -1.8070 0.3911
*
```


(2)
C17H15N2ORhS6 | ωB97M-V/def2-TZVPD

Results
E = -90915.6164 eV
HOMO-LUMO gap = 7.2989 eV
E_HOMO = -7.468 eV
relative energy (zero: lowest compared OMol25 entry of this formula, charge and spin) = 0.29 kcal/mol
LUMO energy = -0.2 eV

The geometry in ORCA input format:
```
! RIJCOSX wB97M-V def2-TZVPD def2/J DEFGRID3
* xyz 0 1
Rh -0.5449 -0.1996 -0.0632
N 0.9183 1.2338 -0.6521
S 1.7619 2.1154 0.3763
C 3.0614 2.9049 -0.5608
C 3.8114 3.9000 0.0533
C 4.9041 4.4201 -0.6168
C 5.2412 3.9441 -1.8793
C 4.4876 2.9448 -2.4732
C 3.3902 2.4096 -1.8095
C 0.8355 3.5480 0.8944
C 0.4137 4.5175 -0.0067
C -0.3530 5.5720 0.4540
C -0.6855 5.6526 1.8033
C -0.2556 4.6829 2.6942
C 0.5107 3.6169 2.2399
H 0.5779 1.8025 -1.4237
H 3.5554 4.2509 1.0459
H 5.5021 5.1900 -0.1481
H 6.1023 4.3494 -2.3940
H 4.7580 2.5644 -3.4492
H 2.8161 1.5992 -2.2393
H 0.6908 4.4521 -1.0525
H -0.6912 6.3350 -0.2343
H -1.2845 6.4810 2.1579
H -0.5151 4.7507 3.7420
H 0.8561 2.8466 2.9195
O -2.2610 -0.1841 0.2302
N -0.9226 -1.8558 -2.5925
C -0.7970 -1.2257 -1.6291
H -1.0692 -2.3957 -3.4152
C 4.0683 -2.7739 -0.8132
S 3.8798 -0.9893 -1.0418
C 3.6174 -0.4928 0.6195
C 2.5277 -0.7511 1.3718
S 1.0991 -1.6248 0.8898
S 2.5718 -0.0921 2.9907
C 4.0671 0.7747 2.8665
S 4.6518 1.7727 4.0357
S 4.8769 0.4597 1.3745
H 4.2492 -3.1886 -1.8041
H 3.1508 -3.1917 -0.4042
H 4.9168 -2.9942 -0.1699
*
```


(3)
C2H6BrMnO2 | ωB97M-V/def2-TZVPD

Results
E = -107619.8283 eV
HOMO-LUMO gap (spin up / spin down) = 3.9691 / 3.9339 eV
E_HOMO (spin up / spin down) = -11.948 / -11.948 eV
expectation value of S² = 8.76
LUMO energy (spin up / spin down) = -8.0 / -8.0 eV

The geometry in ORCA input format:
```
! RIJCOSX wB97M-V def2-TZVPD def2/J DEFGRID3
* xyz 1 6
Mn -1.1117 5.7235 -0.1336
Br 0.2510 3.7560 -0.4134
C 0.6262 -1.2762 0.5272
C -0.6320 -0.6555 -0.0462
O -0.3730 0.2662 -1.0809
O 1.2769 -2.1644 -0.3275
H 0.4146 -1.7296 1.5061
H 1.3358 -0.4654 0.7231
H -1.1515 -0.1835 0.8053
H -1.3182 -1.4054 -0.4390
H -0.0478 1.0851 -0.7002
H 0.7297 -2.9509 -0.4207
*
```


(4)
C22H18Cl3N6O2SSiTl | ωB97M-V/def2-TZVPD

Results
E = -97121.6478 eV
HOMO-LUMO gap = 7.5645 eV
E_HOMO = -7.538 eV
relative energy (zero: lowest compared OMol25 entry of this formula, charge and spin) = 14.21 kcal/mol
LUMO energy = 0.0 eV

The geometry in ORCA input format:
```
! RIJCOSX wB97M-V def2-TZVPD def2/J DEFGRID3
* xyz 0 1
Tl 0.1582 -0.2690 -0.2298
O 3.5662 0.1278 2.5892
C 2.6695 -0.2592 1.8450
N 2.0859 0.3876 0.8279
C 2.3332 1.7554 0.5903
C 3.6066 2.3142 0.5888
C 3.7774 3.6538 0.2774
C 2.6744 4.4332 -0.0468
C 1.4011 3.8833 -0.0521
C 1.2187 2.5410 0.2746
N -0.0284 1.8812 0.2589
C -1.1731 2.5212 0.5166
O -1.3329 3.7023 0.8091
C -2.4175 1.6543 0.4599
C -3.6583 2.2550 0.6092
C -4.7898 1.4642 0.5493
C -4.6483 0.0990 0.3469
C -3.3741 -0.4180 0.2124
N -2.2786 0.3457 0.2690
C 2.1445 -1.6659 2.0595
C 2.9126 -2.5826 2.7623
C 2.4070 -3.8535 2.9670
C 1.1397 -4.1590 2.4919
C 0.4402 -3.1819 1.8102
N 0.9377 -1.9629 1.5841
H 4.4519 1.6968 0.8606
H 4.7691 4.0878 0.2936
H 2.8021 5.4792 -0.2954
H 0.5391 4.4890 -0.2847
H -3.6917 3.3226 0.7684
H -5.7730 1.9048 0.6565
H -5.5054 -0.5583 0.2944
H -3.2216 -1.4745 0.0572
H 3.8772 -2.2664 3.1334
H 2.9883 -4.5973 3.4972
H 0.6960 -5.1332 2.6458
H -0.5559 -3.3750 1.4363
Cl -1.2360 -1.8841 -3.3898
Si -0.5807 -2.3458 -1.4993
Cl 1.0785 -3.5738 -1.6928
Cl -2.0420 -3.6216 -0.7371
C 2.7663 -1.8551 -4.7054
N 3.2911 -1.6581 -3.3624
C 4.3386 -2.3739 -2.7961
C 4.4851 -1.9327 -1.5331
N 3.5307 -0.9513 -1.3486
C 2.7909 -0.7884 -2.4595
S 1.5103 0.3168 -2.6708
H 3.5952 -1.9713 -5.3997
H 2.1769 -0.9846 -4.9757
H 2.1298 -2.7387 -4.7344
H 4.8674 -3.1346 -3.3427
H 5.1759 -2.2190 -0.7604
H 3.3332 -0.4080 -0.5080
*
```


(5)
C4H12N2P2 | ωB97M-V/def2-TZVPD

Results
E = -25898.4352 eV
HOMO-LUMO gap = 8.3022 eV
E_HOMO = -7.556 eV
relative energy (zero: lowest compared OMol25 entry of this formula, charge and spin) = 0.00 kcal/mol
LUMO energy = 0.7 eV

The geometry in ORCA input format:
```
! RIJCOSX wB97M-V def2-TZVPD def2/J DEFGRID3
* xyz 0 1
C -1.6184 -2.0838 0.7346
C 1.7063 1.8215 0.7739
C 1.5577 -1.2112 -0.9052
C -1.7132 1.4142 -0.9138
N -0.7680 -0.9001 0.4637
N 0.6770 0.8412 0.4489
P 1.0342 -0.8350 0.7884
P -1.0780 0.8324 0.8048
H -2.4527 -2.1831 -0.0378
H -0.8014 -2.7551 0.6333
H -2.0335 -1.9392 1.7832
H 1.5331 2.8146 0.2361
H 1.6066 1.9655 1.7907
H 2.6522 1.4697 0.6129
H 2.6994 -0.8946 -1.1791
H 0.9798 -0.7460 -1.6768
H 1.6054 -2.2119 -1.2176
H -1.8070 2.5264 -0.7685
H -2.8006 1.1789 -0.8691
H -0.9787 0.8956 -1.5027
*
```


(6)
C3H10O | ωB97M-V/def2-TZVPD

Results
E = -5319.5435 eV
HOMO-LUMO gap = 11.1329 eV
E_HOMO = -10.197 eV
relative energy (zero: lowest compared OMol25 entry of this formula, charge and spin) = 24.66 kcal/mol
LUMO energy = 0.9 eV

The geometry in ORCA input format:
```
! RIJCOSX wB97M-V def2-TZVPD def2/J DEFGRID3
* xyz 0 1
C 0.0646 0.4037 -1.7266
C 1.6059 0.5693 -1.6888
H -0.3494 0.1034 -0.7919
H -0.5079 1.2592 -2.0871
H -0.1039 -0.2531 -2.6010
H 1.9722 1.2636 -2.4538
H 1.9729 -0.4098 -1.9179
H 2.0321 0.8729 -0.7437
C -1.1728 -0.0112 1.9813
O -0.3984 -1.0200 1.4166
H -0.8702 0.9981 1.6081
H -2.2798 -0.0814 1.9239
H -0.8223 0.2247 3.0028
H -0.9978 -1.6827 1.0594
*
```